1.
Entry from the OMol25 dataset: a cluster of 2 separate species, C6H8N3OS in total (ωB97M-V/def2-TZVPD).

Calculated values
total charge	+1
relative energy (zero: lowest compared OMol25 entry of this formula, charge and spin)	97.0	kcal per mole
HOMO-LUMO gap	7.1649	eV
LUMO	-4.7	eV
F_max	0.074	hartree/bohr
HOMO energy	-11.88	eV

Element x y z (Å)
C -2.34025 -0.52029 -1.03408
C -4.31767 0.03302 -0.34941
C -2.01264 -0.16896 0.22768
C 2.16895 1.13956 -0.40361
C 0.82287 0.55196 1.04280
C 1.76135 -0.24411 0.07596
N -3.62600 -0.42222 -1.28784
N 1.10829 1.65424 0.35379
N 2.94238 -1.06751 0.58293
O 3.11511 1.63309 -0.90142
S -3.29712 0.62950 0.99746
H -1.85034 -0.99027 -1.85004
H -5.31322 0.20740 -0.15840
H -0.97686 -0.28516 0.65833
H 1.35868 -0.98580 -0.65554
H 0.62592 2.52758 0.47325
H 2.79002 -1.62563 1.38302
H 3.58049 -0.51266 1.11680
H 3.46005 -1.55371 -0.27168

Atomic forces in eV per Å
C 0.8 -0.8 0.3
C 1.9 2.0 2.5
C 2.9 0.5 0.3
C 0.7 0.3 -0.6
C 0.3 -0.5 0.5
C 0.8 -1.7 -0.8
N -2.9 -0.8 -2.3
N -1.1 -0.5 0.4
N 1.2 0.5 -2.1
O 0.2 -0.1 -0.2
S -0.5 -1.2 0.0
H 1.4 -0.3 0.0
H -2.3 0.1 -0.6
H -1.6 0.3 -0.2
H -0.7 1.3 0.5
H 0.2 0.7 -0.1
H -1.5 -2.4 0.5
H 1.4 1.6 -0.6
H -1.2 1.0 2.6

***

2.
Entry from the OMol25 dataset: an isolated molecule of C5H10O (ωB97M-V/def2-TZVPD).

Calculated values
relative energy (zero: lowest compared OMol25 entry of this formula, charge and spin)	38.6	kcal per mole
HOMO-LUMO gap	9.4029	eV
LUMO	1.0	eV
F_max	0.042	hartree/bohr
HOMO energy	-8.43	eV

Element x y z (Å)
C -1.01987 1.30438 1.36377
C -0.04385 0.50305 0.87624
O 0.71476 0.01413 1.87589
C 0.23594 0.10608 -0.54778
C -0.93076 -0.72965 -1.10645
C 1.57176 -0.60765 -0.74230
H -1.53399 2.01731 0.75724
H -1.56017 0.90811 2.23106
H 0.25449 0.62904 2.52705
H 0.24949 1.05400 -1.09784
H -1.88234 -0.19909 -1.00468
H -1.01720 -1.68621 -0.57686
H -0.76272 -0.94091 -2.16959
H 1.57603 -1.57620 -0.22942
H 2.39860 -0.01193 -0.34667
H 1.74982 -0.78448 -1.80965

Atomic forces in eV per Å
C -1.0 -0.3 -1.1
C -0.5 0.5 0.0
O -0.5 0.0 0.8
C 0.1 0.3 0.0
C 0.0 0.0 0.0
C 0.1 0.0 0.0
H -0.5 0.0 -0.4
H 0.5 0.7 0.3
H 1.6 -1.4 0.3
H 0.0 0.0 -0.1
H 0.2 -0.1 0.0
H 0.0 0.2 -0.1
H 0.0 0.0 0.2
H 0.0 0.2 -0.1
H -0.1 -0.1 0.0
H 0.0 0.0 0.2

***

3.
Entry from the OMol25 dataset: an isolated molecule of C3H6N2O2 (ωB97M-V/def2-TZVPD).

Calculated values
relative energy (zero: lowest compared OMol25 entry of this formula, charge and spin)	179.9	kcal per mole
HOMO-LUMO gap	10.2799	eV
LUMO	0.8	eV
F_max	0.149	hartree/bohr
HOMO energy	-9.52	eV

Element x y z (Å)
O -0.07064 2.46951 0.01809
N -0.95529 1.45810 -0.27152
C -0.40503 0.26990 -0.14063
C -0.92916 -1.19402 -0.04081
C 0.14274 -1.97993 0.26829
O 1.18370 -1.17669 -0.41484
N 0.89794 0.06796 0.48767
H -0.49672 3.33388 0.45822
H -1.43476 -1.40052 -0.93050
H -1.72174 -1.52538 0.71176
H 0.64376 -1.79955 1.26185
H 0.31613 -2.91133 -0.24166
H 1.33901 0.70223 -0.11992

Atomic forces in eV per Å
O 0.7 2.8 1.5
N -0.8 -3.2 0.0
C -1.0 1.4 3.9
C -7.0 2.7 0.5
C 7.6 -0.8 -0.1
O 0.8 1.1 1.6
N -0.5 -0.8 -3.7
H 0.5 -3.4 -1.8
H -0.4 -0.8 -1.8
H 0.3 1.7 -0.5
H -1.8 -1.6 -0.1
H -0.7 -0.9 0.5
H 2.2 1.7 -0.1

***

4.
Entry from the OMol25 dataset: a cluster of 2 separate species, CHF3NO2S in total (ωB97M-V/def2-TZVPD).

Calculated values
total charge	-1
relative energy (zero: lowest compared OMol25 entry of this formula, charge and spin)	73.2	kcal per mole
HOMO-LUMO gap (spin up / spin down)	6.9764 / 6.9776	eV
LUMO (spin up / spin down)	3.2 / 3.2	eV
F_max	0.046	hartree/bohr
HOMO energy (spin up / spin down)	-3.73 / -3.73	eV

Element x y z (Å)
C -1.53895 0.31786 -0.06620
N 1.49831 -1.36135 0.41747
O 1.79770 -0.53886 -1.81238
O 1.77007 1.20743 -0.06531
F -2.86460 -0.27762 0.00209
F -1.16418 0.35528 1.26815
F -1.89018 1.60939 -0.43094
S 1.56624 -0.13915 -0.48133
H 0.82559 -1.17298 1.16845

Atomic forces in eV per Å
C 0.0 -0.9 -1.2
N -0.7 0.8 0.4
O 0.6 0.6 -1.8
O -0.1 0.2 0.1
F 1.0 0.2 0.1
F -0.4 0.5 0.5
F 0.2 0.1 0.6
S -1.2 -1.7 1.1
H 0.5 0.1 0.2

***

5.
Entry from the OMol25 dataset: a cluster of 2 separate species, C8H11N5O3 in total (ωB97M-V/def2-TZVPD).

Calculated values
total charge	+2
relative energy (zero: lowest compared OMol25 entry of this formula, charge and spin)	0.0	kcal per mole
HOMO-LUMO gap (spin up / spin down)	7.6201 / 7.6212	eV
LUMO (spin up / spin down)	-8.5 / -8.5	eV
F_max	0.091	hartree/bohr
HOMO energy (spin up / spin down)	-16.12 / -16.12	eV

Element x y z (Å)
C 0.63603 0.55639 -0.30339
C -0.55683 -0.21036 -0.14111
C -2.56716 1.22028 0.04785
C 1.20266 -1.61288 -0.09969
C 5.37341 0.61275 0.49652
C -2.00392 3.51181 -0.87617
C 2.12509 -2.74586 -0.00957
C -4.01965 0.94959 0.30360
N -2.17313 2.45010 -0.36538
N 1.67648 -0.31429 -0.36185
N -1.91511 0.10810 0.10126
N -0.06255 -1.49822 0.10212
N 0.85451 1.87518 -0.48422
O 4.27623 0.22414 0.43426
O 6.43686 0.99735 0.44876
O -4.12285 -0.39082 0.58402
H 1.45293 -3.63049 -0.25164
H 2.47397 -2.82336 1.02646
H 3.04110 -2.70359 -0.61503
H -4.43028 1.16000 -0.59437
H -4.37624 1.44486 1.17302
H 2.74663 -0.21297 -0.21719
H -2.32579 -0.72305 0.51504
H -0.63640 -2.26953 0.03896
H 0.12173 2.61974 -0.68626
H 1.76090 2.18733 -0.79408
H -4.98861 -0.78220 0.52811

Atomic forces in eV per Å
C -1.3 1.3 -0.9
C 1.9 1.9 0.2
C -1.2 -1.0 0.2
C 3.0 3.5 -0.6
C -0.4 -0.1 -0.7
C -0.2 -0.6 0.4
C -1.3 -1.7 0.2
C 1.2 -0.7 2.3
N 0.4 -0.4 -0.2
N 1.0 -3.0 1.2
N 4.5 0.2 -0.3
N -1.1 0.7 -0.5
N -1.3 1.3 -0.3
O -0.8 -0.3 0.4
O 1.3 0.5 0.4
O 0.6 -1.7 0.3
H 1.5 0.5 0.3
H -0.2 -0.2 0.0
H -0.7 0.2 -0.2
H -2.1 1.3 -2.8
H -0.5 1.5 0.3
H -2.0 0.8 -0.5
H -1.6 0.4 0.0
H -1.5 -2.2 0.2
H 1.2 -2.0 0.6
H 0.2 -0.2 0.1
H -0.8 0.2 -0.1

***

6.
Entry from the OMol25 dataset: a structure of composition C27H21N5O3Re (ωB97M-V/def2-TZVPD).

Calculated values
total charge	+2
relative energy (zero: lowest compared OMol25 entry of this formula, charge and spin)	40.9	kcal per mole
HOMO-LUMO gap (spin up / spin down)	6.6486 / 5.2505	eV
LUMO (spin up / spin down)	-7.0 / -8.4	eV
2S+1	4
⟨S²⟩	3.769
F_max	0.085	hartree/bohr
HOMO energy (spin up / spin down)	-13.68 / -13.68	eV

Element x y z (Å)
Re -2.10129 -0.26818 -0.24352
O -5.76465 -1.71375 0.65866
C -4.85195 -1.17024 0.12737
N -3.52081 -1.41934 0.40138
C -3.30952 -2.03903 1.71228
C -2.76455 -0.93259 2.54299
C -2.84772 -0.79147 3.91444
C -2.24669 0.28264 4.53870
C -1.54232 1.15569 3.76442
C -1.49690 1.04797 2.37831
N -2.19507 0.10151 1.81275
C -4.93083 -0.03037 -0.86929
C -6.15540 0.48569 -1.32479
C -6.10042 1.63552 -2.11944
C -4.86558 2.22846 -2.32909
C -3.74701 1.64217 -1.82917
N -3.78336 0.48982 -1.13622
H -4.22933 -2.40729 2.12414
H -2.61479 -2.89456 1.60963
H -3.29460 -1.60372 4.46016
H -2.19891 0.40997 5.61906
H -0.88558 1.87934 4.25350
H -1.09616 1.81032 1.70002
H -7.12149 0.05002 -0.97002
H -7.04244 2.03418 -2.53606
H -4.82642 3.19135 -2.87131
H -2.79158 2.08967 -1.94378
O -1.11647 -0.47631 -2.08750
C -0.02255 -0.44911 -1.45978
N 1.23628 -0.43740 -1.86572
C 2.17693 -0.35403 -0.65667
C 1.14362 -0.40110 0.44808
O 1.40386 -0.28232 1.62997
N -0.14414 -0.37655 -0.11900
C 3.03041 0.96233 -0.77750
C 4.10272 0.93888 -1.65835
C 4.81402 2.10288 -1.85449
C 4.55731 3.22257 -1.10196
C 3.53312 3.24423 -0.19783
C 2.72262 2.12813 -0.07139
C 3.19902 -1.50271 -0.59104
C 3.91949 -1.63702 0.59035
C 5.00232 -2.49014 0.66595
C 5.40695 -3.19006 -0.48889
C 4.69906 -3.02459 -1.65169
C 3.52405 -2.23113 -1.66880
H 1.50961 -0.46558 -2.83350
H 4.45015 0.05927 -2.15349
H 5.62599 2.08857 -2.58731
H 5.06235 4.14770 -1.19571
H 3.15137 4.12649 0.28297
H 1.85486 2.24889 0.59705
H 3.54039 -1.19015 1.45092
H 5.56734 -2.54812 1.61060
H 6.34668 -3.71890 -0.48514
H 5.00910 -3.50197 -2.56168
H 3.01894 -2.25651 -2.65355

Atomic forces in eV per Å
Re -0.5 0.1 0.5
O -0.7 -0.1 0.1
C 0.0 0.8 -1.2
N 0.1 -0.9 0.3
C 1.0 -0.3 -0.3
C 0.4 1.7 0.7
C -0.1 -1.2 -0.6
C 0.3 -0.2 0.4
C 1.8 1.4 -0.2
C -0.5 1.5 1.1
N -0.7 -2.7 -1.0
C -3.9 -1.6 0.9
C 0.0 0.0 0.4
C -1.1 -0.8 0.3
C -0.7 1.2 -0.8
C 0.4 0.1 -0.1
N 1.4 1.7 -0.7
H -0.5 -0.2 0.0
H -0.2 0.4 0.2
H -0.2 0.0 0.3
H -0.3 -0.2 -0.2
H -0.5 0.1 -0.3
H 0.3 -0.3 0.6
H 1.1 0.2 -0.5
H 0.8 0.0 0.3
H 0.3 -0.8 0.3
H 0.8 0.3 -0.3
O -1.5 0.2 -0.5
C 3.2 -0.1 -0.9
N -0.5 -0.2 0.9
C 0.4 0.0 -1.6
C 1.2 1.7 2.5
O -1.0 -0.5 -1.6
N 0.8 -0.6 1.0
C -1.2 -0.6 0.7
C -0.1 0.6 0.4
C 1.1 -0.2 -0.5
C -0.1 0.7 0.1
C -1.5 -0.6 -0.1
C -0.4 -0.3 0.3
C -1.3 0.9 0.9
C 0.4 -1.2 -0.6
C 0.3 0.0 0.0
C 0.4 0.9 0.6
C -1.0 0.1 0.3
C 1.3 -1.6 -2.6
H 0.2 0.0 -0.1
H -0.2 -0.5 -0.3
H -0.2 0.1 0.3
H 0.9 0.5 -0.5
H 0.6 0.4 0.3
H 0.4 -0.6 -0.3
H -0.2 1.1 1.3
H -0.4 -0.2 -0.6
H 0.0 -0.3 0.0
H 0.1 -0.2 -0.2
H 0.0 0.5 0.8